H12KO6 | ωB97M-V/def2-TZVPD

```
19
Properties=species:S:1:pos:R:3:lowdin_charge:R:1
K 0.135 0.100 -0.216 1.0141
O 1.258 1.534 -0.754 -0.1891
H 1.770 1.784 -1.523 0.0962
H 1.644 2.036 -0.036 0.0844
O 1.969 -0.522 -0.353 -0.1813
H 2.030 -0.547 0.602 0.0610
H 1.751 -1.420 -0.603 0.0444
O -1.670 0.434 -0.891 -0.1346
H -2.367 -0.107 -1.260 0.1020
H -2.110 0.982 -0.241 0.0410
O -0.230 -0.846 1.515 -0.1310
H -1.086 -1.167 1.799 0.0936
H 0.394 -1.470 1.885 0.0875
O -0.664 1.585 0.877 -0.1326
H -0.808 2.025 1.715 0.1048
H -1.528 1.565 0.465 0.0159
O 0.081 -1.688 -0.940 -0.1695
H -0.312 -2.248 -0.271 0.0833
H -0.257 -2.029 -1.768 0.1099
```

Properties
Spin multiplicity = 1
Charge = +1

=====

H12NO4 | ωB97M-V/def2-TZVPD

```
17
Properties=species:S:1:pos:R:3:lowdin_charge:R:1
N -0.250 0.143 0.265 0.2873
H -0.631 0.670 1.067 0.1615
H -0.106 -0.817 0.516 0.0850
H -0.756 0.186 -0.606 0.0984
H 0.717 0.548 0.058 0.0989
H 2.601 1.667 1.104 0.0288
H 3.093 0.232 1.158 0.0702
O 2.372 0.799 0.942 0.0059
H -1.721 -3.038 1.531 0.0585
H -0.563 -3.610 0.810 0.0817
O -0.999 -2.728 0.958 -0.0748
H -3.345 0.765 -0.200 0.0768
H -3.454 -0.282 -1.435 0.0572
O -2.864 0.204 -0.853 -0.0634
H 2.565 1.562 -1.295 0.0165
H 1.515 2.289 -2.139 0.0586
O 1.826 1.411 -1.880 -0.0472
```

Properties
Spin multiplicity = 1
Charge = +1

=====

H12NaO6 | ωB97M-V/def2-TZVPD

```
19
Properties=species:S:1:pos:R:3:lowdin_charge:R:1
Na -19.072 -18.496 21.982 0.4688
O -18.965 -19.841 24.109 -0.0319
H -18.224 -20.017 24.709 0.0846
H -19.519 -20.633 24.165 0.0815
O -20.192 -17.026 20.254 -0.0435
H -21.038 -16.925 20.709 0.0443
H -19.936 -16.140 19.973 0.0621
O -18.655 -19.934 19.966 -0.0333
H -18.889 -20.008 19.033 0.0702
H -17.910 -20.538 20.086 0.0628
O -21.470 -18.743 22.267 -0.0395
H -21.881 -19.596 22.460 0.0755
H -21.889 -18.115 22.874 0.0678
O -17.710 -16.267 21.870 -0.0393
H -17.115 -15.584 21.534 0.0668
H -17.404 -16.410 22.777 0.0492
O -19.907 -17.102 24.089 -0.0447
H -19.793 -17.940 24.570 0.0289
H -19.736 -16.395 24.724 0.0698
```

Properties
Spin multiplicity = 1
Charge = +1

=====

H12O12SV | ωB97M-V/def2-TZVPD

```
26
Properties=species:S:1:pos:R:3:lowdin_charge:R:1
O -0.822 -1.968 -0.645 -0.3376
V -0.174 -0.608 -0.033 0.9275
O -0.131 -0.885 1.518 -0.2906
S -2.790 1.466 -0.897 0.2149
O -2.160 1.714 -2.208 -0.3846
O -2.083 0.485 -0.064 -0.4097
O -2.821 2.735 -0.182 -0.3775
O -4.134 0.976 -1.070 -0.3528
O 2.182 -0.020 3.236 -0.0529
H 1.351 0.155 3.679 0.0308
H 2.758 0.690 3.518 0.0230
O 1.151 1.400 0.269 -0.0364
H 1.306 1.947 1.040 0.0651
H 1.563 1.878 -0.451 0.0716
O 1.986 -1.314 -0.607 -0.0277
H 2.076 -1.826 -1.410 0.0644
H 2.778 -0.778 -0.574 0.0759
O -1.521 1.650 2.460 -0.0611
H -0.629 1.996 2.436 -0.0021
H -1.782 1.593 1.541 -0.0287
O -0.073 0.296 -2.166 -0.0964
H -0.709 1.007 -2.245 -0.0319
H -0.125 -0.167 -3.003 0.0719
O 0.914 -4.453 -1.146 -0.0500
H 0.372 -3.665 -1.121 -0.0220
H 1.518 -4.305 -1.875 0.0168
```

Properties
Spin multiplicity = 1
Charge = -1

=====

Which M belongs to each record? In order, 147.188 90.099 131.080 287.095 g mol⁻¹.
Which orbital gap belongs to each record? In order, 9.905 12.072 11.414 5.780 eV.
Which LUMO level belongs to each record? In order, -3.64 -3.07 -3.29 1.52 eV.